ORCA calculation (the ωB97M-V functional and the def2-TZVPD basis) on an isolated molecule of C6H10O.

```
! wB97M-V def2-TZVPD RIJCOSX def2/J DEFGRID3
* xyz 0 1
C -0.8713 0.4058 -1.7042
C -0.7567 -0.3257 -0.3665
C -0.9373 0.3232 1.0088
C 0.0025 0.2000 1.9732
O 1.3392 0.1890 1.7447
C 1.4929 0.2962 0.3424
C 0.6558 -0.8852 -0.2504
H -1.7381 1.0613 -1.7915
H -0.9350 -0.3466 -2.5046
H 0.0351 0.9902 -1.8940
H -1.5333 -1.1102 -0.3634
H -1.9320 0.6000 1.3318
H -0.2024 0.0114 3.0193
H 2.5452 0.2756 0.0735
H 1.1237 1.3212 0.0915
H 0.6099 -1.7339 0.4560
H 1.1018 -1.2723 -1.1666
*
```

- energy relative to the best compared isomer or geometry (same formula, charge and spin) (kJ/mol) = 110.3
- orbital gap (Eh) = 0.3501

***

ORCA calculation (the ωB97M-V functional and the def2-TZVPD basis) on an isolated molecule of C6H10O at a distorted geometry.

```
! wB97M-V def2-TZVPD RIJCOSX def2/J DEFGRID3
* xyz 0 1
C 1.6850 2.2176 -1.0020
C 0.4316 1.7871 -1.2621
O -0.3380 0.9586 -0.4899
C 0.0509 -0.0409 0.3220
C 1.2650 -0.6294 0.3612
C -1.0878 -0.6406 1.0864
C -1.7725 -1.8053 0.4072
H 2.3410 2.7928 -1.7571
H 2.2127 2.0568 -0.0926
H -0.1472 2.2217 -2.1116
H 2.0871 -0.4619 -0.2646
H 1.6803 -1.3359 1.1527
H -0.7041 -0.8287 2.0130
H -1.8921 0.1016 1.0821
H -2.3702 -2.4201 1.1117
H -1.0271 -2.4950 -0.1932
H -2.4145 -1.4784 -0.3632
*
```

- energy relative to the best compared isomer or geometry (same formula, charge and spin) (kJ/mol) = 222.5
- orbital gap (Eh) = 0.3499

***

ORCA calculation (the ωB97M-V functional and the def2-TZVPD basis) on a structure of composition C6H10O.

```
! wB97M-V def2-TZVPD RIJCOSX def2/J DEFGRID3
* xyz 0 1
C 1.9105 0.4010 -0.8620
C 0.6197 0.9650 -0.4054
C -0.4194 -1.4544 1.0496
C -1.1172 -0.9008 -0.1967
C -0.8145 0.5845 -0.3919
C -0.8635 1.5426 0.8135
O 0.5155 1.8588 0.5276
H 2.7364 0.8675 -0.3209
H 1.9523 -0.6830 -0.7016
H 2.0561 0.5715 -1.9334
H 0.6200 -1.7408 0.8487
H -0.9347 -2.3363 1.4384
H -2.2026 -1.0160 -0.1037
H -0.8223 -1.4585 -1.0959
H -1.3525 1.0175 -1.2460
H -0.4300 -0.6801 1.8252
H -1.4539 2.4614 0.7544
*
```

- energy relative to the best compared isomer or geometry (same formula, charge and spin) (kJ/mol) = 347.1
- orbital gap (spin up / spin down) (Eh) = 0.2729 / 0.2960

***

ORCA calculation (the ωB97M-V functional and the def2-TZVPD basis) on a cluster of 2 separate species, C6H10O in total.

```
! wB97M-V def2-TZVPD RIJCOSX def2/J DEFGRID3
* xyz 0 1
C -0.6446 0.4283 2.7251
C 0.6667 0.7572 2.1755
C 0.7267 -0.9211 -0.6125
C 0.8353 -1.1994 -2.0973
C 0.2180 -0.0752 -2.4740
C 0.0770 0.4322 -1.0531
O -1.2091 0.7393 -0.5586
H -0.9758 -0.0352 1.7614
H -0.6540 -0.3532 3.4893
H -1.3799 1.2180 2.9297
H 0.5185 1.7070 1.6190
H 0.0267 -1.5680 -0.0699
H 1.6519 -0.8443 -0.0325
H 1.2968 -2.0154 -2.6467
H -0.0403 0.3612 -3.4351
H 0.7012 1.3009 -0.8203
H -1.8150 0.0677 -0.8999
*
```

- energy relative to the best compared isomer or geometry (same formula, charge and spin) (kJ/mol) = 532.4
- orbital gap (Eh) = 0.3216